i.
This record from the Open Molecules 2025 dataset describes a cluster of 2 separate species, C7H13N in total. The level of theory is ωB97M-V with the def2-TZVPD basis set.

Positions of all 21 atoms, in Å:
H  -2.4966  0.4617  2.4050
N  -2.2596  0.8990  1.5155
C  -1.6920  0.1102  0.6822
C  -1.7028  0.5366  -0.7893
C  -1.8157  -0.3862  -1.7509
H  -1.6757  -0.9835  0.8059
H  -2.1237  1.5241  -0.9362
H  -1.4897  -1.4052  -1.5959
H  -2.0837  -0.1235  -2.7644
C  1.9356  -1.7214  0.0004
C  1.7729  -0.8379  0.9751
C  1.2658  0.5512  0.8234
C  1.2669  1.1443  -0.5361
H  1.9094  -1.4398  -1.0407
H  2.1225  -2.7657  0.2163
H  1.7393  -1.1988  1.9994
H  0.0537  0.4811  1.0891
H  1.7301  1.2069  1.5623
H  2.1041  0.8503  -1.1688
H  1.2393  2.2305  -0.5127
H  0.1999  0.8661  -0.9796

LUMO   0.57 eV
Net charge   0

=====

ii.
This record from the Open Molecules 2025 dataset describes an isolated molecule of C7H13N. The level of theory is ωB97M-V with the def2-TZVPD basis set.

Positions of all 21 atoms, in Å:
H  -2.1931  -0.0674  -0.0725
N  -1.7583  0.1772  -0.9659
C  -0.5586  0.6110  -0.8800
C  0.0985  1.0765  -2.1429
C  0.3105  0.6640  0.3468
C  -0.2837  1.4978  1.4639
C  0.2131  -0.9600  0.5461
C  -0.4077  -1.4671  1.6023
C  1.0973  -1.7957  -0.3311
H  0.3161  2.1376  -2.0510
H  -0.5625  0.9099  -2.9911
H  1.0475  0.5817  -2.3282
H  1.3392  0.9374  0.1078
H  -0.1408  2.5527  1.2423
H  -1.3494  1.3352  1.5954
H  0.2004  1.2494  2.4125
H  -0.3044  -2.5107  1.8535
H  -1.0207  -0.8856  2.2687
H  2.1117  -1.3934  -0.3845
H  0.6985  -1.8365  -1.3466
H  1.1467  -2.8140  0.0544

LUMO   0.94 eV
Net charge   0

=====

iii.
This record from the Open Molecules 2025 dataset describes an isolated molecule of C7H13N. The level of theory is ωB97M-V with the def2-TZVPD basis set.

Positions of all 21 atoms, in Å:
C  -0.6823  1.9077  0.5450
C  0.0450  0.8823  0.1062
C  -0.4821  -0.1806  -0.7574
C  -1.2106  0.0473  -1.8538
C  -2.2644  -0.8210  -2.4826
C  1.4088  0.6600  0.7293
C  1.3858  -0.2566  1.9817
N  2.1397  -1.4924  1.9203
H  -0.2919  2.6414  1.2362
H  -1.7050  2.0164  0.2042
H  -0.2464  -1.1746  -0.3699
H  -0.9948  0.9938  -2.3456
H  -2.8416  -1.2918  -1.6857
H  -1.8383  -1.6767  -3.0173
H  -2.9133  -0.2242  -3.1147
H  2.2094  0.3135  0.0686
H  1.7799  1.6430  1.0178
H  1.7032  0.3083  2.8591
H  0.3325  -0.5006  2.1379
H  1.5858  -2.2803  1.5958
H  2.8808  -1.5151  1.2249

LUMO   1.06 eV
Net charge   0

=====

iv.
This record from the Open Molecules 2025 dataset describes an isolated molecule of C7H13N. The level of theory is ωB97M-V with the def2-TZVPD basis set.

Positions of all 21 atoms, in Å:
C  -2.5303  -3.2796  -0.3542
C  -1.3884  -2.3592  -0.0444
C  -1.3280  -1.0971  -0.4575
C  -0.3579  -0.1258  0.1286
C  0.8964  0.0279  -0.2881
C  1.9086  0.9014  0.4100
C  1.8131  2.3575  -0.0963
N  0.9414  3.2060  0.7402
H  -3.2269  -2.8546  -1.0778
H  -3.0616  -3.5809  0.5546
H  -2.1520  -4.2302  -0.7282
H  -0.5631  -2.8430  0.4640
H  -2.0923  -0.7513  -1.1425
H  -0.7583  0.3909  0.9977
H  1.1542  -0.3216  -1.2825
H  2.8966  0.5741  0.0839
H  1.8209  0.8268  1.4902
H  1.3906  2.3189  -1.1027
H  2.8117  2.7932  -0.1401
H  0.2077  3.5899  0.1497
H  0.3946  2.6125  1.3605

LUMO   1.17 eV
Net charge   0

=====

The structure with the most favorable energy is ii; the runner-up is 0.0157 hartree above it.

=====

i.
This record from the Open Molecules 2025 dataset describes an isolated molecule of C7H13N. The level of theory is ωB97M-V with the def2-TZVPD basis set.

Positions of all 21 atoms, in Å:
C  -2.4325  -0.7866  -3.1282
C  -1.2941  -0.1592  -2.8487
C  -0.5505  -0.6077  -1.6531
C  -0.6506  -0.1183  -0.4332
C  -0.0610  -0.5702  0.8640
C  0.1754  0.5064  1.9609
C  1.5260  1.2247  1.7784
N  2.6464  0.3021  1.5632
H  -2.7804  -1.6239  -2.5091
H  -3.1073  -0.7163  -3.9748
H  -1.0462  0.6199  -3.5640
H  0.0609  -1.4814  -1.9002
H  -1.2439  0.7865  -0.3294
H  0.8870  -1.1013  0.7152
H  -0.7232  -1.3523  1.2587
H  -0.6386  1.2338  1.8409
H  0.0786  -0.0379  2.8963
H  1.3597  1.7751  0.8566
H  1.7280  1.8995  2.6174
H  3.5095  0.7421  1.8610
H  2.5567  -0.5351  2.1280

LUMO   1.15 eV
Net charge   0

=====

ii.
This record from the Open Molecules 2025 dataset describes an isolated molecule of C7H13N. The level of theory is ωB97M-V with the def2-TZVPD basis set.

Positions of all 21 atoms, in Å:
C  1.7318  -0.8026  -0.3069
C  1.4231  0.4173  0.2689
C  1.9457  1.6941  -0.3153
C  0.2312  0.4920  1.0897
C  -1.0906  0.2512  0.0552
C  -2.0401  1.1837  0.0863
N  -0.9777  -0.8347  -0.7425
C  -1.6831  -2.0300  -0.2997
H  1.6971  -1.6866  0.3220
H  2.5554  -0.8540  -1.0079
H  2.9975  1.6122  -0.5892
H  1.8675  2.5227  0.3869
H  1.3850  1.9572  -1.2158
H  0.1395  -0.3493  1.7785
H  0.0802  1.4435  1.5906
H  -1.9609  2.0623  0.7037
H  -2.9372  1.0590  -0.5020
H  0.2657  -1.0940  -0.7341
H  -1.2831  -2.4368  0.6417
H  -2.7406  -1.8106  -0.1396
H  -1.6064  -2.7966  -1.0707

LUMO   0.82 eV
Net charge   0

=====

The structure with the most favorable energy is i; the runner-up is 0.0391 hartree above it.

=====

i.
This record from the Open Molecules 2025 dataset describes an isolated molecule of C7H13N. The level of theory is ωB97M-V with the def2-TZVPD basis set.

Positions of all 21 atoms, in Å:
C  1.8402  -1.7526  -0.6350
C  1.3756  -1.9054  0.5882
C  0.4532  -0.7714  1.1931
C  0.8091  -0.0484  2.2515
C  -0.7566  -0.7433  0.3664
C  -0.6791  0.0962  -0.9462
C  -0.5655  1.6259  -0.8073
N  -1.7255  2.3990  -1.1236
H  1.4505  -0.9167  -1.2545
H  2.3384  -2.4711  -1.2831
H  1.5307  -2.8012  1.2637
H  0.1363  0.8437  2.5190
H  1.6492  -0.3523  2.9687
H  -1.6951  -0.3172  0.9309
H  -1.0256  -1.7563  -0.0459
H  -1.2786  -0.2335  -1.8488
H  0.3298  -0.2360  -1.3163
H  -0.2663  1.7913  0.3155
H  0.2474  2.0638  -1.5446
H  -1.5619  3.3603  -0.7820
H  -2.6062  2.1250  -0.8098

LUMO   1.01 eV
Net charge   0

=====

ii.
This record from the Open Molecules 2025 dataset describes an isolated molecule of C7H13N. The level of theory is ωB97M-V with the def2-TZVPD basis set.

Positions of all 21 atoms, in Å:
C  2.1149  -0.9583  -1.6834
C  1.1687  -1.3188  -0.8272
C  -0.3117  -1.0959  -0.9980
C  -1.0240  -0.7315  0.2769
C  -1.6025  -1.6829  0.9965
C  -1.0683  0.7156  0.7297
C  0.2576  1.4343  0.5207
N  0.2860  2.7113  1.2719
H  1.8626  -0.4520  -2.6049
H  3.1631  -1.1162  -1.4658
H  1.4568  -1.7448  0.1316
H  -0.7559  -2.0413  -1.3075
H  -0.4872  -0.3813  -1.7987
H  -2.1743  -1.5260  1.8988
H  -1.5703  -2.7288  0.6903
H  -1.8402  1.2271  0.1278
H  -1.3850  0.7895  1.7681
H  1.0533  0.8064  0.9231
H  0.4170  1.5996  -0.5500
H  -0.5750  3.2103  1.0453
H  1.0145  3.2837  0.8548

LUMO   1.01 eV
Net charge   0

=====

The structure with the most favorable energy is ii; the runner-up is 0.0753 hartree above it.

=====

i.
This record from the Open Molecules 2025 dataset describes a cluster of 2 separate species, C4H10N2O3 in total. The level of theory is ωB97M-V with the def2-TZVPD basis set.

Positions of all 19 atoms, in Å:
N  -0.6575  0.7258  1.7195
C  -0.8132  -0.6956  1.3412
C  0.5350  -1.2740  0.7775
N  1.6957  -0.8451  1.2471
O  0.4460  -2.0822  -0.1316
H  -0.3648  1.2588  0.8894
H  -1.5612  0.9583  2.0718
H  -1.6334  -0.7375  0.6756
H  -1.0362  -1.3148  2.3028
H  2.4834  -1.4796  1.1545
H  1.4952  -0.1619  1.9230
C  -0.8198  0.4748  -2.1235
C  0.5009  0.5999  -2.3850
O  1.0291  1.7868  -2.9170
O  1.3711  -0.3738  -2.2088
H  -1.4790  1.2087  -2.4200
H  -1.3007  -0.4330  -1.7009
H  1.9524  1.4981  -3.1904
H  0.8140  -0.9976  -1.7033

LUMO   0.77 eV
Net charge   0

=====

ii.
This record from the Open Molecules 2025 dataset describes a cluster of 2 separate species, C4H10N2O3 in total. The level of theory is ωB97M-V with the def2-TZVPD basis set.

Positions of all 19 atoms, in Å:
N  1.0411  0.5259  1.8614
C  0.7528  1.3653  0.8369
O  1.2270  2.4765  0.7281
C  -0.2149  0.7932  -0.2081
N  -0.7480  1.8142  -1.0908
C  0.4931  -0.2602  -1.0750
C  -0.5238  -1.1503  -1.7326
O  -1.0572  -2.0782  -1.1625
H  1.6775  0.7993  2.5840
H  0.6148  -0.3862  1.9243
H  -1.0612  0.3367  0.3060
H  -1.3862  2.4262  -0.6058
H  0.0074  2.4120  -1.3932
H  1.1365  0.2357  -1.8032
H  1.1706  -0.8703  -0.4725
H  -0.7947  -0.9268  -2.7770
O  -0.4630  -2.3637  1.5400
H  -0.6781  -2.3482  0.5789
H  -1.1937  -2.8010  1.9612

LUMO   0.63 eV
Net charge   0

=====

The structure with the most favorable energy is ii; the runner-up is 0.0527 hartree above it.